Computed, not measured: a 12-piece molecular cluster, C28H67BFN12O13S overall at a distorted geometry, with wB97M-V/def2-TZVPD.

Results
* E_HOMO: -9.752 eV
* electronic energy: -3265.26436 Eh
* net charge: +1
* Kohn-Sham gap: 5.617 eV

Structure (XYZ):
```
123
C28H67BFN12O13S (wB97M-V/def2-TZVPD)
C 1.866 -5.609 5.146
B 0.879 -5.073 4.015
O 0.005 -4.007 4.373
C 0.776 -5.588 2.484
N -0.586 -6.032 2.057
C -0.826 -7.324 2.020
S 0.678 -8.159 2.576
C 1.701 -6.736 1.963
O 2.970 -6.883 2.525
C 1.862 -6.839 0.410
C 2.945 -7.858 -0.054
F 2.964 -9.024 0.690
H 1.509 -5.229 6.141
H 1.903 -6.720 5.153
H 2.881 -5.182 4.948
H 0.493 -3.420 4.964
H 0.947 -4.705 1.819
H -1.300 -5.347 1.813
H -1.770 -7.815 1.721
H 3.420 -6.024 2.464
H 0.907 -7.052 -0.114
H 2.194 -5.831 0.054
H 3.953 -7.405 -0.089
H 2.691 -8.154 -1.097
O -3.941 -6.965 5.216
C -3.135 -6.330 5.873
N -1.938 -5.965 5.342
C -3.386 -5.903 7.294
H -1.240 -5.443 5.841
H -1.751 -6.238 4.395
H -3.552 -6.789 7.905
H -4.273 -5.271 7.322
H -2.545 -5.345 7.707
O 4.470 -4.255 2.767
C 4.699 -3.055 2.866
N 3.844 -2.132 2.366
C 5.928 -2.516 3.541
H 4.000 -1.138 2.430
H 3.013 -2.463 1.908
H 6.810 -2.891 3.024
H 5.942 -2.855 4.576
H 5.952 -1.426 3.529
O 5.084 1.503 2.862
C 5.985 1.424 2.040
N 5.778 0.829 0.840
C 7.368 1.965 2.285
H 6.483 0.735 0.129
H 4.859 0.465 0.660
H 7.792 1.472 3.159
H 7.302 3.036 2.469
H 8.028 1.797 1.434
O 6.518 1.630 -2.817
C 5.802 0.817 -3.382
N 6.318 -0.300 -3.949
C 4.309 0.987 -3.497
H 5.764 -0.987 -4.424
H 7.313 -0.435 -3.890
H 4.099 1.914 -4.030
H 3.878 1.038 -2.498
H 3.844 0.161 -4.034
O 7.512 0.168 -6.790
C 7.459 1.215 -7.409
N 8.223 1.419 -8.514
C 6.557 2.353 -7.009
H 8.209 2.266 -9.050
H 8.835 0.673 -8.800
H 6.819 2.676 -6.002
H 5.523 2.008 -7.022
H 6.649 3.204 -7.684
O 1.118 -0.260 -3.240
C 0.157 0.421 -2.926
N -1.111 0.012 -3.194
C 0.288 1.749 -2.229
H -1.930 0.543 -2.956
H -1.225 -0.870 -3.662
H 0.869 2.423 -2.856
H 0.803 1.603 -1.279
H -0.683 2.205 -2.033
O -2.792 2.594 -5.068
C -3.525 1.806 -5.644
N -3.026 0.682 -6.221
C -5.012 2.010 -5.762
H -3.589 0.007 -6.704
H -2.033 0.528 -6.155
H -5.203 2.947 -6.285
H -5.444 2.058 -4.763
H -5.493 1.200 -6.311
O -4.050 6.969 -5.750
C -3.423 6.647 -4.755
N -3.114 5.345 -4.515
C -2.948 7.640 -3.730
H -2.602 5.035 -3.713
H -3.418 4.661 -5.184
H -3.810 8.161 -3.313
H -2.284 8.358 -4.213
H -2.406 7.156 -2.915
O 0.540 -3.769 8.085
C 1.182 -3.789 9.125
N 2.258 -2.982 9.300
C 0.838 -4.692 10.278
H 2.809 -2.967 10.138
H 2.507 -2.367 8.544
H 0.884 -5.728 9.943
H -0.172 -4.465 10.617
H 1.524 -4.565 11.115
O -5.633 8.039 -2.297
C -6.592 8.728 -1.982
N -7.860 8.339 -2.255
C -6.447 10.050 -1.275
H -8.675 8.875 -2.013
H -7.983 7.461 -2.728
H -5.855 10.722 -1.895
H -5.937 9.890 -0.325
H -7.413 10.515 -1.079
O -10.722 8.431 -1.785
C -11.601 7.748 -1.288
N -11.971 7.916 0.007
C -12.337 6.682 -2.053
H -12.688 7.377 0.454
H -11.493 8.624 0.540
H -11.621 5.940 -2.406
H -12.835 7.139 -2.908
H -13.085 6.182 -1.439
```

=====

Computed, not measured: a 10-piece molecular cluster, C44H82N10O4 overall at a distorted geometry, with wB97M-V/def2-TZVPD.

Results
* E_HOMO: -8.320 eV
* SMILES string: c1cc[nH]c1.c1cc[nH]c1.COCCNCCOC.COCCNCCOC.CCCC#N.CCCC#N.CCCC#N.CCCC#N.CCCC#N.CCCC#N
* electronic energy: -2574.01350 Eh
* net charge: 0
* Kohn-Sham gap: 8.736 eV

Structure (XYZ):
```
140
C44H82N10O4 (wB97M-V/def2-TZVPD)
C 1.512 2.172 -5.845
C 0.551 1.234 -5.320
C 0.403 0.354 -6.376
N 1.118 0.698 -7.459
C 1.842 1.815 -7.139
H 1.857 3.011 -5.260
H 0.141 1.138 -4.326
H -0.123 -0.588 -6.400
H 1.151 0.206 -8.341
H 2.500 2.258 -7.873
C -1.758 2.857 -1.120
C -2.980 3.490 -0.955
C -2.996 4.502 -1.950
N -1.847 4.406 -2.761
C -1.058 3.407 -2.177
H -1.485 2.082 -0.419
H -3.803 3.337 -0.273
H -3.710 5.236 -2.294
H -1.631 4.965 -3.574
H -0.064 3.205 -2.547
C -4.068 -3.221 -2.659
O -4.367 -1.939 -2.084
C -3.795 -0.828 -2.805
C -4.189 0.512 -2.211
N -5.621 0.753 -2.434
C -6.065 1.926 -1.683
C -7.588 1.771 -1.419
O -8.119 0.483 -0.987
C -7.503 -0.024 0.204
H -4.729 -3.549 -3.461
H -4.236 -3.933 -1.850
H -3.008 -3.280 -2.905
H -4.071 -0.809 -3.859
H -2.707 -0.849 -2.736
H -3.610 1.325 -2.648
H -4.004 0.592 -1.140
H -6.175 -0.047 -2.163
H -5.791 2.848 -2.196
H -5.595 2.083 -0.712
H -8.063 2.028 -2.366
H -7.878 2.574 -0.742
H -6.434 -0.229 0.137
H -7.913 -0.997 0.473
H -7.749 0.634 1.037
C 3.675 0.022 2.896
O 3.535 -1.376 2.799
C 2.246 -1.832 2.492
C 1.149 -1.394 3.450
N 1.146 -2.056 4.727
C 0.095 -1.591 5.631
C 0.325 -2.309 7.028
O 1.521 -1.955 7.647
C 1.811 -2.717 8.784
H 3.353 0.607 2.034
H 4.753 0.173 2.958
H 3.383 0.398 3.877
H 2.368 -2.911 2.391
H 1.939 -1.408 1.537
H 0.216 -1.617 2.931
H 1.248 -0.311 3.519
H 2.038 -1.993 5.197
H -0.915 -1.887 5.347
H 0.005 -0.505 5.670
H 0.255 -3.393 6.936
H -0.487 -2.100 7.725
H 2.077 -3.749 8.556
H 0.905 -2.734 9.391
H 2.580 -2.136 9.293
C 0.698 2.438 4.773
C 1.297 3.707 5.353
C 2.670 3.560 6.022
C 3.762 3.298 5.078
N 4.669 3.167 4.368
H 1.241 2.062 3.905
H -0.353 2.367 4.491
H 0.804 1.622 5.487
H 0.575 4.002 6.114
H 1.253 4.525 4.635
H 2.713 2.758 6.759
H 2.867 4.476 6.580
C -0.427 -1.852 -0.945
C 0.486 -0.971 -1.747
C 1.308 -0.041 -0.798
C 0.682 0.476 0.448
N 0.255 0.894 1.399
H -1.067 -2.414 -1.625
H -1.157 -1.353 -0.307
H 0.139 -2.620 -0.419
H -0.079 -0.330 -2.424
H 1.166 -1.604 -2.317
H 1.847 0.767 -1.293
H 2.159 -0.642 -0.478
C 4.740 -2.905 0.336
C 5.354 -1.660 -0.319
C 6.856 -1.397 -0.066
C 7.155 -1.056 1.345
N 7.477 -0.698 2.427
H 5.031 -2.938 1.386
H 5.063 -3.832 -0.136
H 3.653 -2.984 0.311
H 4.658 -0.886 0.005
H 5.262 -1.651 -1.405
H 7.183 -0.530 -0.639
H 7.489 -2.248 -0.318
C -5.128 -5.591 1.927
C -5.767 -4.762 0.803
C -5.476 -3.257 1.039
C -4.074 -2.826 1.084
N -2.965 -2.475 1.129
H -5.692 -5.287 2.809
H -4.105 -5.241 2.062
H -5.103 -6.675 1.814
H -6.835 -4.978 0.774
H -5.323 -5.116 -0.128
H -5.951 -2.996 1.984
H -5.912 -2.569 0.315
C 4.801 -0.572 -5.217
C 3.408 -1.258 -5.210
C 3.094 -2.043 -6.514
C 3.732 -3.328 -6.620
N 4.147 -4.357 -6.704
H 5.103 0.021 -6.080
H 5.581 -1.333 -5.179
H 4.882 -0.039 -4.269
H 2.689 -0.438 -5.240
H 3.235 -1.871 -4.325
H 3.429 -1.365 -7.299
H 2.026 -2.258 -6.569
C 1.781 3.939 0.994
C 2.151 5.293 0.458
C 1.758 5.370 -1.004
C 2.277 4.242 -1.837
N 2.688 3.343 -2.460
H 2.165 3.140 0.358
H 0.692 3.944 1.030
H 2.109 3.836 2.028
H 3.236 5.390 0.461
H 1.660 6.125 0.962
H 2.024 6.291 -1.522
H 0.669 5.355 -1.045
```

=====

Computed, not measured: C7H7BrClN3 as an isolated structure at a distorted geometry, with wB97M-V/def2-TZVPD.

Results
* E_HOMO: -17.577 eV
* electronic energy: -3468.57909 Eh
* net charge: +2
* Kohn-Sham gap: 7.808 eV

Structure (XYZ):
```
19
C7H7BrClN3 (wB97M-V/def2-TZVPD)
C -3.752 -1.015 0.134
C 0.263 1.223 0.502
C 0.500 -0.206 0.555
C -3.127 0.203 0.010
C -3.115 -2.209 0.144
C -1.756 0.365 0.157
C 1.645 -0.723 -0.439
N -1.181 -1.930 0.228
N -0.977 1.494 0.230
N -0.878 -0.743 0.319
Cl -3.370 -3.782 -0.054
Br -4.123 1.825 -0.078
H -4.770 -0.891 0.204
H 0.950 1.967 0.532
H 0.991 -0.529 1.430
H 1.657 -0.190 -1.453
H 2.571 -0.533 0.011
H 1.383 -1.623 -0.787
H -1.316 2.390 0.049
```

=====

Computed, not measured: C32H24Cl3F9N4O2S2SiTa as an isolated structure at a distorted geometry, with wB97M-V/def2-TZVPD.

Results
* E_HOMO: -10.925 eV
* electronic energy: -5025.65807 Eh
* net charge: +1
* Kohn-Sham gap: 6.264 eV

Structure (XYZ):
```
78
C32H24Cl3F9N4O2S2SiTa (wB97M-V/def2-TZVPD)
Ta 1.041 -0.833 0.513
C -0.981 1.826 -1.331
C 0.428 2.328 -1.242
C 0.690 3.645 -1.687
C 1.964 4.125 -1.681
C 3.020 3.287 -1.267
C 4.365 3.709 -1.271
C 5.354 2.848 -0.884
C 5.034 1.539 -0.497
C 3.730 1.103 -0.480
S 3.416 -0.565 -0.035
C 2.680 1.978 -0.842
N 1.391 1.541 -0.804
H -1.682 2.612 -1.054
H -1.145 0.958 -0.702
H -1.191 1.549 -2.367
H -0.137 4.256 -2.023
H 2.183 5.136 -2.003
H 4.595 4.717 -1.593
H 6.388 3.164 -0.886
H 5.815 0.851 -0.200
N -7.131 -3.869 -5.438
C -6.267 -3.451 -4.807
C -5.178 -2.943 -4.028
C -3.939 -3.580 -4.092
C -2.883 -3.111 -3.335
C -3.049 -2.012 -2.488
C -4.289 -1.376 -2.439
C -5.345 -1.831 -3.205
C -1.915 -1.600 -1.630
C -2.109 -1.612 -0.246
C -3.281 -1.964 0.458
C -2.996 -1.863 1.810
C -1.663 -1.473 1.901
N -1.114 -1.312 0.679
C -0.707 -1.291 -2.257
C -0.538 -1.142 -3.652
C 0.797 -0.869 -3.875
C 1.405 -0.851 -2.623
N 0.523 -1.064 -1.623
H -3.813 -4.444 -4.730
H -1.927 -3.618 -3.369
H -4.419 -0.501 -1.815
H -6.305 -1.334 -3.167
H -4.209 -2.285 0.018
H -3.661 -2.049 2.637
H -1.088 -1.310 2.798
H -1.322 -1.201 -4.388
H 1.288 -0.701 -4.819
H 2.452 -0.707 -2.419
F 4.515 -0.548 3.221
C 3.486 -1.315 3.588
F 3.729 -1.756 4.815
F 3.463 -2.376 2.777
C 2.095 -0.541 3.509
O 1.395 -0.886 2.360
C 2.367 1.008 3.612
F 1.312 1.677 4.084
F 3.379 1.282 4.429
F 2.669 1.505 2.403
C 1.221 -0.966 4.722
F -0.026 -0.482 4.568
F 1.716 -0.504 5.866
F 1.130 -2.295 4.779
C -0.485 3.735 1.969
S -1.406 2.177 1.800
C -2.082 2.125 3.478
O -0.360 1.099 1.759
H -1.148 4.559 1.704
H 0.347 3.689 1.269
H -0.116 3.859 2.985
H -2.543 3.086 3.704
H -1.277 1.902 4.172
H -2.832 1.337 3.504
Cl 2.930 -3.907 -0.680
Si 1.284 -3.444 0.387
Cl 1.276 -4.177 2.267
Cl -0.315 -4.254 -0.569
```

=====

Computed, not measured: C24H30N7OS2SbSe4Zr as an isolated structure at a distorted geometry, with wB97M-V/def2-TZVPD.

Results
* E_HOMO: -5.583 eV
* electronic energy: -12080.60624 Eh
* net charge: 0
* Kohn-Sham gap: 4.909 eV

Structure (XYZ):
```
70
C24H30N7OS2SbSe4Zr (wB97M-V/def2-TZVPD)
Zr 0.077 -0.701 -0.659
N 2.308 1.051 -4.939
C 1.697 0.624 -3.759
S 1.691 -1.129 -3.526
N 1.132 1.467 -2.991
N 0.445 1.040 -1.882
C -0.467 2.059 -1.487
C -1.226 1.950 -0.382
C -2.305 2.899 -0.124
C -2.997 2.829 1.019
C -2.660 1.807 2.004
C -1.710 0.906 1.696
N -1.002 0.881 0.519
H 3.055 0.466 -5.276
H 2.479 2.042 -4.987
H -0.582 2.902 -2.153
H -2.522 3.645 -0.879
H -3.803 3.526 1.218
H -3.154 1.763 2.964
H -1.443 0.139 2.414
C -2.804 0.281 -4.034
C -4.042 0.281 -3.429
C -4.157 -0.259 -2.158
C -3.031 -0.755 -1.532
N -1.818 -0.679 -2.079
C -1.718 -0.194 -3.322
C -3.117 -1.456 -0.212
C -4.335 -1.908 0.266
C -4.391 -2.544 1.494
C -3.218 -2.708 2.197
C -2.037 -2.272 1.623
N -1.973 -1.666 0.438
H -2.655 0.668 -5.032
H -4.910 0.687 -3.932
H -5.111 -0.273 -1.655
H -0.730 -0.184 -3.750
H -5.230 -1.791 -0.325
H -5.332 -2.915 1.879
H -3.197 -3.182 3.168
H -1.098 -2.439 2.122
Se 3.000 -4.783 -3.497
Sb 2.254 -3.828 -1.468
Se -0.180 -3.219 -1.460
Se 2.682 -1.137 -1.541
Se 3.312 -4.488 0.579
C 1.119 3.574 1.419
C 2.505 2.955 1.503
S 2.689 1.613 0.325
O 1.679 0.570 0.780
C 4.294 1.012 0.870
C 5.410 1.545 -0.022
H 1.017 4.340 2.188
H 0.354 2.817 1.579
H 0.942 4.029 0.445
H 2.701 2.529 2.489
H 3.293 3.672 1.253
H 4.215 -0.074 0.813
H 4.432 1.293 1.915
H 5.246 1.252 -1.060
H 6.371 1.142 0.297
H 5.474 2.634 0.018
C 1.214 -2.539 4.539
C 1.850 -3.113 3.271
C 1.380 -2.409 2.063
N 0.906 -1.842 1.190
H 1.592 -3.077 5.406
H 0.129 -2.644 4.522
H 1.454 -1.482 4.655
H 1.621 -4.167 3.127
H 2.936 -3.034 3.285
```

=====

Computed, not measured: an isolated ion of composition C3H8NOS and charge -1 at a distorted geometry, with wB97M-V/def2-TZVPD.

Results
* E_HOMO: -2.561 eV
* SMILES string: N[C@@H](C[O-])CS
* electronic energy: -647.23933 Eh
* net charge: -1
* Kohn-Sham gap: 5.784 eV

Structure (XYZ):
```
14
C3H8NOS (wB97M-V/def2-TZVPD)
N 0.095 0.129 -1.690
C -0.332 -0.023 -0.274
C -0.527 -1.597 0.094
O -1.432 -1.545 1.163
C 0.625 0.507 0.784
S 1.370 2.379 0.615
H -0.566 -0.438 -2.355
H -0.036 1.109 -1.917
H -1.342 0.440 -0.186
H -0.808 -2.118 -0.855
H 0.461 -2.049 0.265
H -0.053 0.624 1.639
H 1.490 -0.220 0.854
H 1.055 2.803 1.863
```

=====

Computed, not measured: a single C2H3IN2 molecule at a distorted geometry, with wB97M-V/def2-TZVPD.

Results
* E_HOMO: -7.852 eV
* SMILES string: NC1=C(I)N1
* electronic energy: -485.07438 Eh
* net charge: 0
* Kohn-Sham gap: 8.170 eV

Structure (XYZ):
```
8
C2H3IN2 (wB97M-V/def2-TZVPD)
N -0.044 1.013 -0.135
C 0.546 -0.127 -0.420
C 1.544 -1.006 -0.866
I 3.254 -0.930 0.457
N 0.168 -1.364 -0.176
H -1.054 1.012 -0.171
H 0.427 1.724 -0.674
H -0.234 -1.459 0.734
```